[1]
Computed, not measured: the ion C5H4IO2 with charge -1 at a distorted geometry, with the ωB97M-V functional and the def2-TZVPD basis.

Cartesian coordinates (Å):
C -0.963 -0.152 -1.173
C -1.293 0.995 -0.447
C -0.032 -1.121 -0.666
C 0.988 -0.407 0.289
C 0.269 0.568 1.155
O -1.905 2.002 -0.383
O 0.089 -2.305 -1.016
I 1.458 2.071 2.005
H -1.563 -0.518 -2.089
H 1.468 -1.187 0.706
H 1.613 0.099 -0.389
H -0.127 -0.045 2.007

For the molar mass, the calculation gives 222.989 g/mol. Its multiplicity is 1. Its HOMO energy is -3.72 eV. The calculation puts the total energy at -17444.930 eV. Its HOMO-LUMO gap is 6.69 eV. Its LUMO energy is 2.97 eV. The net charge is -1.

---

[2]
Computed, not measured: a structure of composition C19H30N6O6S2SiW at a distorted geometry, with the ωB97M-V functional and the def2-TZVPD basis.

Cartesian coordinates (Å):
W -0.111 0.355 -0.426
O -2.085 0.718 0.108
N -2.710 1.386 -0.918
C -3.905 0.963 -1.351
C -4.674 1.813 -2.095
C -4.190 3.110 -2.323
C -2.961 3.514 -1.865
C -2.161 2.614 -1.142
S -0.574 2.832 -0.538
H -4.138 -0.061 -1.102
H -5.621 1.492 -2.496
H -4.801 3.800 -2.889
H -2.575 4.504 -2.049
C 1.075 -3.354 -1.288
C 2.048 -2.230 -1.335
C 3.271 -2.350 -1.964
C 4.105 -1.231 -2.064
C 3.727 -0.023 -1.532
C 2.504 0.013 -0.836
N 1.720 -1.075 -0.727
N 1.886 1.083 -0.291
Si 2.823 2.383 0.405
C 1.951 3.283 1.797
C 4.408 1.654 1.151
C 3.245 3.642 -0.951
H 1.481 -4.229 -1.793
H 0.144 -3.050 -1.769
H 0.841 -3.603 -0.254
H 3.560 -3.294 -2.401
H 5.040 -1.309 -2.604
H 4.316 0.869 -1.673
H 1.641 2.594 2.581
H 1.074 3.848 1.495
H 2.682 3.981 2.213
H 4.173 0.757 1.727
H 4.838 2.384 1.840
H 5.176 1.396 0.424
H 2.339 3.913 -1.495
H 3.957 3.248 -1.678
H 3.672 4.554 -0.531
N -1.387 2.616 2.718
N -1.089 1.412 3.357
C -0.534 0.342 2.681
O -0.620 -0.762 3.229
O 0.136 0.577 1.603
H -1.203 3.387 3.346
H -2.351 2.640 2.409
H -1.655 1.119 4.137
O -0.606 -1.651 0.532
S -1.922 -2.033 1.171
C -1.439 -3.399 2.271
C -2.086 -4.675 1.739
C -2.139 -4.538 0.219
C -2.698 -3.142 -0.038
H -1.706 -3.130 3.289
H -0.353 -3.399 2.197
H -3.101 -4.770 2.134
H -1.528 -5.553 2.064
H -2.747 -5.308 -0.255
H -1.133 -4.604 -0.197
H -3.775 -3.103 0.139
H -2.469 -2.717 -1.016
O -0.977 -0.788 -1.909
N 0.054 -0.355 -2.764
O 0.137 0.938 -2.416

For the molar mass, the calculation gives 714.545 g/mol. Its multiplicity is 3. As for the expectation value of S²: 2.009. Its HOMO energy (alpha / beta) is -6.60 / -7.68 eV. The calculation puts the total energy at -72787.759 eV. Its HOMO-LUMO gap (alpha / beta) is 6.47 / 7.54 eV. Its LUMO energy (alpha / beta) is -0.13 / -0.14 eV. The net charge is 0.

---

[3]
Computed, not measured: a cluster of 10 separate species, C17H39Cl6N5O16 in total at a distorted geometry, with the ωB97M-V functional and the def2-TZVPD basis.

Cartesian coordinates (Å):
C 4.532 4.659 -1.450
N 4.039 3.317 -1.014
O 2.842 3.110 -1.060
O 4.879 2.482 -0.766
H 3.702 5.275 -1.775
H 5.193 4.465 -2.290
H 5.089 5.089 -0.624
C 3.561 0.188 0.822
N 4.649 -0.682 0.345
O 5.417 -1.112 1.177
O 4.768 -0.832 -0.857
H 2.946 0.514 -0.005
H 4.007 1.040 1.322
H 2.909 -0.391 1.474
C -1.154 -3.100 -1.756
N -2.399 -2.681 -1.046
O -3.381 -3.372 -1.201
O -2.369 -1.636 -0.427
H -0.835 -2.213 -2.298
H -1.399 -3.854 -2.496
H -0.413 -3.459 -1.051
C -1.037 -0.548 -5.701
N -0.575 0.658 -4.991
O -0.250 0.572 -3.822
O -0.564 1.686 -5.631
H -2.076 -0.427 -5.984
H -0.791 -1.443 -5.140
H -0.461 -0.598 -6.626
C 0.087 0.942 -0.676
N 0.541 -0.340 -0.065
O 0.915 -1.208 -0.829
O 0.477 -0.501 1.135
H 1.036 1.444 -0.879
H -0.313 1.470 0.189
H -0.607 0.806 -1.489
C 1.534 -2.397 3.528
O 1.752 -3.401 4.523
C 2.329 -4.515 4.103
O 2.596 -4.802 2.965
O 2.501 -5.306 5.156
C 3.401 -6.388 5.026
H 2.246 -2.588 2.726
H 1.574 -1.358 3.843
H 0.523 -2.544 3.146
H 3.060 -7.276 5.549
H 4.358 -6.077 5.447
H 3.568 -6.652 3.982
C -6.722 2.499 4.620
O -6.064 2.864 3.409
C -5.204 1.999 2.904
O -4.840 0.988 3.445
O -4.817 2.444 1.713
C -3.992 1.575 0.966
H -6.106 2.753 5.485
H -6.915 1.428 4.616
H -7.624 3.102 4.663
H -4.056 0.547 1.322
H -2.964 1.931 1.012
H -4.267 1.530 -0.087
Cl 2.714 -1.799 -3.807
C 3.660 -0.290 -4.046
C 2.920 0.873 -3.414
Cl 3.505 2.379 -4.167
H 3.657 -0.156 -5.126
H 4.671 -0.475 -3.703
H 3.161 0.946 -2.354
H 1.844 0.794 -3.514
Cl -2.177 3.714 -0.860
C -1.790 4.476 -2.427
C -0.377 4.070 -2.794
Cl 0.354 5.160 -4.013
H -1.918 5.554 -2.351
H -2.528 4.140 -3.152
H -0.381 3.063 -3.206
H 0.289 4.072 -1.936
Cl -1.925 -2.292 4.311
C -2.713 -1.512 2.905
C -3.890 -2.342 2.438
Cl -5.100 -2.827 3.658
H -2.029 -1.440 2.060
H -2.947 -0.491 3.197
H -3.416 -3.290 2.169
H -4.423 -2.004 1.555

For the molar mass, the calculation gives 782.236 g/mol. Its multiplicity is 1. Its HOMO energy is -10.11 eV. As for the structure (SMILES): C[N+](=O)[O-].C[N+](=O)[O-].C[N+](=O)[O-].C[N+](=O)[O-].C[N+](=O)[O-].COC(=O)OC.COC(=O)OC.ClCCCl.ClCCCl.ClCCCl. The calculation puts the total energy at -133593.075 eV. Its HOMO-LUMO gap is 9.46 eV. Its LUMO energy is -0.65 eV. The net charge is 0.

---

[4]
Computed, not measured: a structure of composition C9H18Br2 at a distorted geometry, with the ωB97M-V functional and the def2-TZVPD basis.

Cartesian coordinates (Å):
C -0.936 1.412 1.749
C 1.022 0.045 2.655
C 1.443 1.583 0.671
C 0.555 0.191 -1.998
C -0.521 -2.032 -2.189
C -1.783 -0.033 -1.264
C 0.404 0.851 1.502
C -0.446 -0.740 -1.282
C 0.155 -1.105 0.100
Br 1.864 -1.937 0.095
Br -0.965 -2.054 1.205
H -1.389 1.157 0.849
H -1.102 2.359 2.140
H -1.407 0.806 2.660
H 2.065 -0.287 2.416
H 1.184 0.755 3.419
H 0.331 -0.711 3.051
H 0.971 2.265 -0.016
H 2.103 0.839 0.278
H 2.025 2.146 1.455
H 0.381 1.185 -1.805
H 1.623 0.021 -1.611
H 0.462 -0.077 -3.002
H 0.503 -2.358 -2.219
H -1.103 -2.912 -1.748
H -1.044 -1.784 -3.110
H -1.590 1.099 -1.272
H -2.305 -0.252 -2.235
H -2.503 -0.430 -0.494

For the molar mass, the calculation gives 286.051 g/mol. Its multiplicity is 1. Its HOMO energy is -7.63 eV. The calculation puts the total energy at -149706.335 eV. Its HOMO-LUMO gap is 8.20 eV. Its LUMO energy is 0.57 eV. The net charge is 0.

---

[5]
Computed, not measured: a cluster of 2 separate species, C4H9N3 in total at a distorted geometry, with the ωB97M-V functional and the def2-TZVPD basis.

Cartesian coordinates (Å):
C 0.363 0.155 -0.035
C -1.108 0.667 -1.625
C 2.300 0.011 2.143
C -1.723 -1.266 -0.287
N 0.805 1.211 -0.589
N -0.085 1.531 -1.535
N -0.870 -0.191 -0.555
H 0.786 -0.193 1.004
H -2.059 0.714 -2.109
H 2.002 -0.447 3.103
H 3.081 -0.586 1.501
H 2.284 1.040 1.973
H -1.765 -1.439 0.823
H -2.782 -1.202 -0.741
H -1.292 -2.179 -0.840
H 0.063 2.173 -2.232

For the molar mass, the calculation gives 99.137 g/mol. Its multiplicity is 1. Its HOMO energy is -19.84 eV. The calculation puts the total energy at -8741.137 eV. Its HOMO-LUMO gap is 6.80 eV. Its LUMO energy is -13.03 eV. The net charge is +2.

---

[6]
Computed, not measured: the molecule C8H15N3O4 at a distorted geometry, with the ωB97M-V functional and the def2-TZVPD basis.

Cartesian coordinates (Å):
C -4.096 0.086 -1.012
C -3.307 -1.010 -0.337
N -4.198 -1.714 0.589
C -2.115 -0.408 0.371
O -2.071 -0.028 1.552
N -0.981 -0.287 -0.404
C 0.145 0.329 0.235
C 1.401 -0.276 -0.284
C 2.704 -0.023 0.518
C 3.802 -0.842 -0.168
N 4.967 -0.975 0.510
O 3.638 -1.249 -1.309
C 0.220 1.826 0.049
O 0.934 2.510 0.746
O -0.569 2.337 -0.929
H -5.052 -0.232 -1.528
H -4.496 0.880 -0.350
H -3.538 0.704 -1.733
H -2.984 -1.708 -1.100
H -4.239 -1.300 1.538
H -3.807 -2.677 0.725
H -0.807 -0.965 -1.162
H 0.006 0.139 1.329
H 1.342 -1.352 -0.431
H 1.664 0.081 -1.297
H 2.694 -0.343 1.583
H 2.961 1.091 0.556
H 5.270 -0.444 1.299
H 5.735 -1.258 -0.017
H -1.245 1.558 -0.991

For the molar mass, the calculation gives 217.225 g/mol. Its multiplicity is 1. Its HOMO energy is -9.95 eV. As for the structure (SMILES): C[C@H](N)C(=O)N[C@@H](CCC(N)=O)C(=O)O. The calculation puts the total energy at -21200.462 eV. Its HOMO-LUMO gap is 10.37 eV. Its LUMO energy is 0.42 eV. The net charge is 0.

---

What energy relative to the best compared isomer or geometry (same formula, charge and spin) values result from the calculations? In sequence: 163.07, 29.24, 0.00, 200.58, 445.16, 107.62 kJ/mol.